Record 1
Computed, not measured: a 2-piece molecular cluster, C3H6ClNO2 overall at a distorted geometry, with ωB97M-V with the def2-TZVPD basis set.

Computed properties:
- structure (SMILES) = C=C(C)[N+](=O)[O-].Cl
- largest force on an atom (hartree/bohr) = 0.036
- HOMO-LUMO gap (eV) = 10.192
- energy above the lowest of the compared OMol25 structures with the same formula, charge and spin (kJ/mol) = 374.72
- DFT total energy (eV) = -21312.2362
- HOMO energy (Ha) = -0.38924

Last column: Löwdin charge in e.
CARTESIAN COORDINATES (ANGSTROEM)
C  1.160  -1.334  -0.876  0.122
C  0.383  -0.578  -0.115  -0.288
C  0.591  0.807  0.267  -0.073
N  -0.881  -1.153  0.304  -0.385
O  -1.846  -0.422  0.287  0.058
O  -0.892  -2.288  0.672  0.115
H  0.873  -2.336  -1.174  0.083
H  2.116  -1.031  -1.259  0.080
H  0.807  1.528  -0.541  0.107
H  1.582  0.773  0.658  0.083
H  -0.080  1.154  1.025  0.037
Cl  -1.823  3.083  0.455  0.306
H  -1.991  1.797  0.298  -0.246


Record 2
Computed, not measured: C21H37CuGeN3OSi3 as an isolated structure, with ωB97M-V with the def2-TZVPD basis set.

Computed properties:
- largest force on an atom (hartree/bohr) = 0.009
- HOMO-LUMO gap (eV) = 8.417
- DFT total energy (eV) = -153682.6849
- charge = +1
- HOMO energy (Ha) = -0.40922

Last column: Löwdin charge in e.
CARTESIAN COORDINATES (ANGSTROEM)
Cu  1.367  0.398  -1.006  0.310
O  -0.781  -2.226  0.604  0.098
C  -0.127  -1.201  0.673  -0.479
N  -0.534  0.020  0.186  -0.193
C  -1.647  -0.096  -0.751  -0.172
C  -1.204  -0.168  -2.199  -0.216
C  -2.140  -0.497  -3.174  0.004
C  -1.755  -0.555  -4.499  -0.028
C  -0.434  -0.278  -4.829  -0.035
C  0.439  0.037  -3.812  -0.102
N  0.067  0.091  -2.523  0.042
C  1.294  -1.337  1.157  -0.199
C  1.621  -2.347  2.049  0.009
C  2.955  -2.603  2.310  -0.024
C  3.920  -1.838  1.669  -0.024
C  3.514  -0.858  0.783  -0.098
N  2.228  -0.616  0.521  0.060
H  -2.214  -1.000  -0.529  0.132
H  -2.327  0.745  -0.640  0.053
H  -3.160  -0.707  -2.880  0.130
H  -2.471  -0.818  -5.265  0.120
H  -0.091  -0.307  -5.853  0.116
H  1.478  0.262  -4.017  0.119
H  0.828  -2.922  2.507  0.131
H  3.243  -3.388  2.996  0.123
H  4.973  -2.017  1.831  0.118
H  4.241  -0.258  0.250  0.118
C  -2.619  4.466  1.725  -0.203
Si  -2.533  2.811  0.821  0.418
C  -3.845  1.645  1.529  -0.205
C  -2.859  3.189  -1.015  -0.204
Ge  -0.312  1.808  1.131  0.815
Si  1.297  3.238  -0.054  0.394
C  1.228  4.852  0.915  -0.198
C  3.066  2.548  -0.045  -0.212
C  0.820  3.517  -1.864  -0.192
Si  0.174  1.333  3.470  0.402
C  -1.006  0.004  4.101  -0.194
C  1.963  0.872  3.869  -0.197
C  -0.113  3.000  4.308  -0.210
H  -3.640  4.851  1.677  0.044
H  -1.966  5.210  1.266  0.017
H  -2.346  4.384  2.778  0.008
H  -4.804  1.794  1.029  0.036
H  -3.999  1.840  2.593  0.032
H  -3.571  0.593  1.424  0.021
H  -3.925  3.098  -1.234  0.040
H  -2.321  2.541  -1.709  0.009
H  -2.569  4.217  -1.241  0.031
H  1.394  4.678  1.980  0.018
H  0.252  5.328  0.804  0.017
H  1.984  5.559  0.569  0.042
H  3.343  2.171  0.941  0.020
H  3.786  3.319  -0.327  0.048
H  3.178  1.731  -0.770  0.004
H  -0.143  4.024  -1.951  0.023
H  0.749  2.570  -2.400  -0.004
H  1.568  4.132  -2.369  0.045
H  -0.944  -0.903  3.494  0.018
H  -2.042  0.345  4.082  0.027
H  -0.758  -0.264  5.130  0.041
H  2.151  -0.191  3.752  0.007
H  2.172  1.129  4.909  0.041
H  2.675  1.416  3.245  0.020
H  -1.083  3.435  4.058  0.002
H  0.659  3.713  4.009  0.024
H  -0.063  2.899  5.394  0.042


Record 3
Computed, not measured: a 4-piece molecular cluster, C3H17N2O3 overall at a distorted geometry, with ωB97M-V with the def2-TZVPD basis set.

Computed properties:
- largest force on an atom (hartree/bohr) = 0.041
- HOMO-LUMO gap (eV) = 9.866
- energy above the lowest of the compared OMol25 structures with the same formula, charge and spin (kJ/mol) = 127.19
- DFT total energy (eV) = -12503.5426
- charge = +1
- HOMO energy (Ha) = -0.46787

Last column: Löwdin charge in e.
CARTESIAN COORDINATES (ANGSTROEM)
C  -0.500  -1.995  -0.343  -0.130
C  -0.542  -1.012  -1.491  -0.167
C  0.851  -0.471  -1.877  -0.299
N  0.887  0.262  -3.146  0.001
N  -0.153  -1.308  0.967  0.182
H  0.206  -2.802  -0.435  0.126
H  -1.470  -2.457  -0.215  0.128
H  -1.117  -0.150  -1.161  0.118
H  -0.805  -1.556  -2.395  0.129
H  1.267  0.227  -1.140  0.087
H  1.620  -1.247  -1.869  0.120
H  0.885  -0.398  -3.912  0.069
H  -0.029  0.696  -3.277  0.073
H  0.118  -0.332  0.836  0.087
H  -0.873  -1.232  1.677  0.141
H  0.669  -1.760  1.362  0.161
H  1.289  1.428  1.269  0.027
H  2.656  0.837  1.119  0.072
O  1.793  0.629  1.504  -0.058
H  0.088  3.713  2.071  0.075
H  -0.435  2.616  3.109  0.080
O  -0.160  2.795  2.198  -0.045
H  -2.772  1.051  2.049  0.065
H  -1.527  1.670  1.483  0.020
O  -1.945  0.795  1.618  -0.064


Record 4
Computed, not measured: B4CuF16 as an isolated structure, with ωB97M-V with the def2-TZVPD basis set.

Computed properties:
- 2S+1 = 2
- largest force on an atom (hartree/bohr) = 0.018
- HOMO-LUMO gap (alpha / beta) (eV) = 12.056 / 9.747
- energy above the lowest of the compared OMol25 structures with the same formula, charge and spin (kJ/mol) = 0.00
- expectation value of S² = 0.751
- DFT total energy (eV) = -90853.2467
- charge = -2
- HOMO energy (alpha / beta) (Ha) = -0.23791 / -0.23783

Last column: Löwdin spin population.
CARTESIAN COORDINATES (ANGSTROEM)
Cu  0.777  -15.254  4.372  0.889
B  0.286  -17.524  5.834  0.000
F  0.479  -17.320  4.413  0.033
F  -0.983  -18.006  6.095  0.000
F  1.267  -18.374  6.327  0.000
F  0.446  -16.211  6.370  -0.002
B  3.426  -15.632  3.611  0.000
F  3.434  -16.931  3.129  0.000
F  3.001  -15.586  4.971  0.008
F  4.665  -15.031  3.441  0.000
F  2.399  -14.855  2.951  0.004
B  0.246  -12.893  5.322  0.000
F  0.433  -11.529  5.480  0.001
F  1.359  -13.619  5.840  -0.002
F  -0.940  -13.306  5.867  0.000
F  0.325  -13.288  3.917  0.037
B  -1.412  -15.532  2.441  0.001
F  -2.226  -16.620  2.169  0.001
F  -1.965  -14.362  1.929  0.000
F  -1.249  -15.373  3.879  0.030
F  -0.105  -15.743  1.965  -0.001